Entry P
Formula: C3H6N2O
Source: the OMol25 dataset
Level of theory: wB97M-V/def2-TZVPD

Properties
Lowest unoccupied orbital energy (spin up / spin down)   0.92 / -0.99 eV
Frontier orbital gap (spin up / spin down)   0.2433 / 0.2834 hartree
HOMO (spin up / spin down)   -5.70 / -8.70 eV

Geometry as ORCA input:
```
! RIJCOSX wB97M-V def2-TZVPD def2/J DEFGRID3
* xyz 0 3
C -0.709 1.635 -1.102
C -0.340 1.863 0.148
C 0.926 0.029 1.055
N 0.503 1.166 0.890
N 0.063 -2.601 0.205
O -0.070 -1.360 -0.267
H -1.143 2.339 -1.683
H -0.393 0.615 -1.486
H -0.393 2.911 0.622
H 1.741 -0.488 1.481
H 0.580 -3.179 -0.366
H -0.764 -2.931 0.504
*
```

=====

Entry Q
Formula: C3H6N2O
Source: the OMol25 dataset
Level of theory: wB97M-V/def2-TZVPD

Properties
Lowest unoccupied orbital energy (spin up / spin down)   0.73 / -1.93 eV
Frontier orbital gap (spin up / spin down)   0.1953 / 0.3262 hartree
HOMO (spin up / spin down)   -4.59 / -10.80 eV

Geometry as ORCA input:
```
! RIJCOSX wB97M-V def2-TZVPD def2/J DEFGRID3
* xyz 0 3
C -0.235 1.144 1.726
C -0.101 1.166 0.308
C 0.609 -1.249 -0.302
N -0.307 1.058 2.862
N -0.394 -0.177 -0.180
O -0.855 0.029 -1.600
H -1.405 -0.679 -1.792
H 0.995 1.432 0.001
H -0.726 1.879 -0.269
H 0.792 -1.693 0.672
H 0.081 -2.022 -0.915
H 1.546 -0.888 -0.511
*
```

=====

It is entry P that is the most stable of them.

=====

Entry P
Formula: H38O19
Source: the OMol25 dataset
Level of theory: wB97M-V/def2-TZVPD

Properties
Lowest unoccupied orbital energy   -0.65 eV
Frontier orbital gap   0.3642 hartree
HOMO   -10.56 eV

Geometry as ORCA input:
```
! RIJCOSX wB97M-V def2-TZVPD def2/J DEFGRID3
* xyz 0 1
O -0.981 1.540 4.789
H -0.305 2.096 4.256
H -0.537 0.810 4.474
O -2.348 -0.221 0.258
H -2.895 -0.901 -0.370
H -2.989 0.532 0.597
O 3.538 -0.138 -1.189
H 2.732 0.189 -0.699
H 3.404 -0.658 -2.082
O -1.404 -2.084 -3.504
H -0.766 -2.343 -4.162
H -1.075 -1.357 -3.068
O -0.388 -0.826 3.348
H 0.070 -1.239 2.610
H -1.451 -0.875 3.181
O -3.650 -1.208 -2.149
H -3.044 -0.524 -2.234
H -3.364 -1.859 -2.748
O 4.460 -1.940 0.744
H 3.955 -1.244 0.326
H 4.146 -2.858 0.660
O -3.430 1.757 2.727
H -2.690 1.461 3.504
H -2.822 2.610 2.712
O -0.501 1.628 0.630
H -0.697 0.871 0.209
H -0.547 1.391 1.656
O 0.921 -2.451 -1.703
H 1.709 -2.377 -1.458
H 0.523 -3.409 -1.482
O -2.119 -3.369 -1.791
H -1.342 -3.990 -1.808
H -2.064 -2.628 -1.166
O -0.985 -3.690 1.700
H -0.259 -3.133 1.895
H -1.289 -3.305 0.788
O 1.675 1.468 2.703
H 1.561 1.521 3.718
H 2.601 1.622 2.488
O 1.155 1.225 -2.612
H 0.632 0.653 -2.936
H 1.037 1.380 -1.612
O -2.048 2.809 -3.316
H -1.472 2.752 -2.557
H -2.748 2.203 -2.973
O -0.153 3.664 -0.506
H -0.710 3.507 -1.305
H 0.786 3.805 -0.737
O 1.092 -0.005 -0.070
H 0.377 -0.638 -0.144
H 1.025 0.774 0.371
O 2.559 3.747 -1.884
H 2.218 3.479 -2.553
H 2.986 2.806 -1.768
O 1.734 -1.098 1.928
H 1.598 -0.488 2.585
H 2.576 -1.442 1.732
*
```

=====

Entry Q
Formula: H38O19
Source: the OMol25 dataset
Level of theory: wB97M-V/def2-TZVPD

Properties
Lowest unoccupied orbital energy   -0.08 eV
Frontier orbital gap   0.3680 hartree
HOMO   -10.10 eV

Geometry as ORCA input:
```
! RIJCOSX wB97M-V def2-TZVPD def2/J DEFGRID3
* xyz 0 1
O 0.267 1.452 3.870
H 1.102 1.793 3.536
H 0.601 1.229 4.755
O 1.508 -1.129 -4.595
H 2.004 -0.273 -4.469
H 1.718 -1.532 -3.757
O -3.857 1.297 1.744
H -2.990 1.598 1.910
H -4.365 1.568 2.521
O 3.835 1.906 -0.210
H 3.720 1.327 0.555
H 3.787 2.811 0.107
O 0.659 1.663 -0.444
H 0.547 0.705 -0.416
H -0.120 2.033 -0.887
O 0.077 -2.823 2.207
H -0.318 -2.890 1.327
H -0.441 -2.273 2.782
O 2.847 -1.851 1.793
H 2.368 -2.304 2.557
H 2.133 -2.098 1.200
O -1.064 4.389 -0.310
H -0.474 4.980 -0.796
H -1.202 4.977 0.453
O 3.518 -1.804 -0.895
H 4.051 -2.238 -0.176
H 4.315 -1.614 -1.452
O -2.219 1.646 -3.649
H -2.811 0.920 -3.507
H -2.335 2.438 -4.144
O -5.147 1.041 -0.698
H -4.644 1.149 -1.522
H -4.377 0.888 -0.158
O 2.289 -0.289 3.497
H 1.826 -0.231 2.670
H 3.226 -0.452 3.529
O -1.554 -2.085 0.189
H -2.181 -1.364 0.346
H -2.124 -2.564 -0.421
O -1.390 0.423 1.884
H -1.200 -0.421 1.452
H -1.458 0.085 2.791
O -1.054 -0.358 -2.082
H -1.246 0.570 -1.948
H -0.132 -0.552 -2.181
O 0.662 -3.147 -3.603
H 0.718 -4.071 -3.289
H 0.330 -2.692 -2.833
O 1.851 0.435 -2.236
H 1.548 1.323 -2.423
H 2.189 0.696 -1.382
O -0.269 -4.142 -0.559
H 0.621 -4.179 -0.893
H -0.301 -4.888 0.045
O -2.028 3.057 2.608
H -1.781 3.003 3.524
H -1.237 2.861 2.083
*
```

=====

It is entry Q that is the most stable of them.

=====

Entry P
Formula: C2NO4
Source: the OMol25 dataset
Level of theory: wB97M-V/def2-TZVPD

Properties
Lowest unoccupied orbital energy (spin up / spin down)   3.62 / 3.62 eV
Frontier orbital gap (spin up / spin down)   0.3166 / 0.3166 hartree
HOMO (spin up / spin down)   -5.00 / -5.00 eV

Geometry as ORCA input:
```
! RIJCOSX wB97M-V def2-TZVPD def2/J DEFGRID3
* xyz -1 1
C -0.355 -0.862 1.028
C 0.515 1.111 -1.319
N 0.395 -0.502 0.095
O -0.558 1.534 -1.242
O -0.793 -0.740 3.113
O 1.616 0.949 -1.634
O -0.819 -1.489 -0.042
*
```

=====

Entry Q
Formula: C2NO4
Source: the OMol25 dataset
Level of theory: wB97M-V/def2-TZVPD

Properties
Lowest unoccupied orbital energy   3.70 eV
Frontier orbital gap   0.3121 hartree
HOMO   -4.80 eV

Geometry as ORCA input:
```
! RIJCOSX wB97M-V def2-TZVPD def2/J DEFGRID3
* xyz -1 1
C 1.238 -0.493 -0.280
C -1.624 0.055 -0.040
N -0.985 -0.830 -0.445
O 1.916 -1.420 -0.659
O -2.501 0.661 0.404
O 1.425 0.540 0.337
O 0.531 1.488 0.683
*
```

=====

It is entry Q that is the most stable of them.

=====

Entry P
Formula: C6H9NO2S
Source: the OMol25 dataset
Level of theory: wB97M-V/def2-TZVPD

Properties
Lowest unoccupied orbital energy   0.60 eV
Frontier orbital gap   0.3384 hartree
HOMO   -8.60 eV

Geometry as ORCA input:
```
! RIJCOSX wB97M-V def2-TZVPD def2/J DEFGRID3
* xyz 0 1
C 3.102 -0.680 0.271
C -1.186 0.489 -0.753
C 0.807 0.636 0.827
C -1.906 -0.838 -0.210
C 1.717 -0.584 0.851
C 0.702 -1.013 -0.720
N 0.226 0.399 -0.541
O 3.387 0.216 -0.606
O 3.806 -1.591 0.597
S -0.631 -2.127 -0.456
H -1.676 0.624 -1.769
H -1.683 1.307 -0.206
H -0.037 0.479 1.452
H 1.270 1.586 0.840
H -2.165 -0.841 0.889
H -2.640 -1.072 -0.937
H 1.439 -1.347 1.616
H 1.249 -1.273 -1.531
H 2.725 0.850 -0.623
*
```

=====

Entry Q
Formula: C6H9NO2S
Source: the OMol25 dataset
Level of theory: wB97M-V/def2-TZVPD

Properties
Structure (SMILES)   C#CCOC(=O)[C@H](N)CS
Lowest unoccupied orbital energy   0.73 eV
Frontier orbital gap   0.3602 hartree
HOMO   -9.08 eV

Geometry as ORCA input:
```
! RIJCOSX wB97M-V def2-TZVPD def2/J DEFGRID3
* xyz 0 1
C -2.948 1.396 0.518
C -2.626 0.329 0.189
C -2.213 -0.987 -0.252
O -0.789 -1.025 -0.735
C 0.142 -0.903 0.218
O -0.075 -1.042 1.428
C 1.489 -0.561 -0.288
N 2.465 -0.967 0.697
C 1.495 0.879 -0.835
S 0.780 2.121 0.277
H -3.341 2.276 0.975
H -2.868 -1.328 -1.276
H -2.186 -1.714 0.358
H 1.716 -1.247 -0.987
H 3.486 -0.446 0.393
H 2.472 -0.628 1.659
H 1.125 0.976 -1.730
H 2.467 1.063 -0.907
H -0.590 1.807 0.299
*
```

=====

It is entry P that is the most stable of them.